A molecular structure, C36H33I2N4O3PSTi, computed with ωB97M-V/def2-TZVPD.

Summary:
HOMO energy = -12.9245 eV
lowest unoccupied orbital energy = -6.642 eV
strongest force on any atom = 0.0060 Eh/bohr

```
! RIJCOSX wB97M-V def2-TZVPD def2/J DEFGRID3
* xyz 2 1
Ti -0.641 -0.456 -0.620
I -6.082 1.932 4.035
C -4.841 1.373 2.463
C -4.727 2.188 1.345
C -3.885 1.822 0.303
I -3.726 3.043 -1.375
C -3.162 0.640 0.374
O -2.306 0.269 -0.603
C -3.287 -0.191 1.492
C -2.536 -1.493 1.522
N -1.051 -1.313 1.377
C -0.460 -0.520 2.473
C -0.555 0.943 2.143
C -0.740 1.904 3.120
C -0.817 3.236 2.746
C -0.730 3.559 1.398
C -0.573 2.539 0.482
N -0.466 1.254 0.841
C -4.124 0.184 2.530
H -5.292 3.108 1.282
H -2.851 -2.142 0.703
H -2.733 -2.010 2.463
H -0.638 -2.244 1.393
H 0.587 -0.810 2.583
H -0.964 -0.729 3.419
H -0.840 1.608 4.156
H -0.965 4.007 3.490
H -0.812 4.580 1.055
H -0.559 2.748 -0.578
H -4.226 -0.460 3.395
O -1.878 -1.847 -1.718
S -0.950 -3.012 -1.736
O -1.359 -4.154 -0.985
N 0.270 -2.202 -1.110
C 1.461 -2.694 -0.565
C 1.948 -3.973 -0.589
C 3.217 -4.239 -0.023
C 3.974 -3.245 0.528
C 3.478 -1.917 0.567
C 4.192 -0.817 1.085
C 3.617 0.426 1.053
C 2.316 0.573 0.554
N 1.597 -0.431 0.077
C 2.199 -1.661 0.046
C -0.617 -3.448 -3.396
C 0.688 -3.559 -3.854
C 0.902 -3.991 -5.154
C -0.179 -4.299 -5.968
C -1.480 -4.173 -5.496
C -1.711 -3.749 -4.199
H 1.376 -4.776 -1.036
H 3.592 -5.253 -0.044
H 4.953 -3.457 0.937
H 5.185 -0.963 1.492
H 4.137 1.299 1.421
H 1.856 1.551 0.561
H 1.527 -3.325 -3.212
H 1.912 -4.094 -5.528
H -0.006 -4.645 -6.979
H -2.317 -4.414 -6.137
H -2.720 -3.656 -3.818
C 0.403 2.478 -2.928
P 0.357 0.668 -2.757
C 2.062 0.148 -3.081
C -0.648 0.105 -4.146
C -2.030 0.277 -4.063
C -2.836 -0.070 -5.136
C -2.268 -0.599 -6.287
C -0.896 -0.787 -6.366
C -0.082 -0.437 -5.299
H 0.767 2.725 -3.926
H 1.065 2.930 -2.188
H -0.606 2.879 -2.819
H 2.711 0.527 -2.292
H 2.405 0.549 -4.034
H 2.125 -0.940 -3.099
H -2.484 0.676 -3.163
H -3.906 0.074 -5.073
H -2.898 -0.862 -7.127
H -0.454 -1.200 -7.263
H 0.986 -0.586 -5.381
*
```

C5H8O3 in the gas phase at a distorted geometry, computed with ωB97M-V/def2-TZVPD.

Summary:
SMILES = C1C[C@H]2OC[C@@H]1OO2
HOMO energy = -9.5256 eV
lowest unoccupied orbital energy = 0.911 eV
strongest force on any atom = 0.1179 Eh/bohr

```
! RIJCOSX wB97M-V def2-TZVPD def2/J DEFGRID3
* xyz 0 1
C 0.959 -0.733 0.603
C 1.233 0.831 0.071
C -0.204 1.387 -0.434
O -0.703 0.529 -1.489
C -1.111 -0.707 -0.928
C -0.444 -0.915 0.575
O -0.939 0.220 1.371
O -1.066 1.478 0.606
H 1.030 -0.997 1.567
H 1.601 -1.575 0.105
H 1.965 1.062 -0.750
H 1.465 1.315 1.021
H 0.171 2.256 -0.989
H -0.900 -1.618 -1.660
H -2.157 -0.666 -0.726
H -0.899 -1.866 1.055
*
```

A molecular structure, C20H20F17ILiNO3 at a distorted geometry, computed with ωB97M-V/def2-TZVPD.

Summary:
HOMO energy = -6.2440 eV
lowest unoccupied orbital energy = -3.505 eV
strongest force on any atom = 0.1480 Eh/bohr

```
! RIJCOSX wB97M-V def2-TZVPD def2/J DEFGRID3
* xyz 0 1
C 0.225 0.424 -2.980
C 1.249 -0.072 -2.014
C 1.734 0.771 -0.696
C 1.138 -0.007 0.616
C 0.815 -1.593 0.474
C -0.813 -1.948 0.292
F -0.805 -3.408 -0.108
F -1.436 -1.242 -0.852
C -1.657 -1.889 1.692
F -1.763 -3.266 2.307
F -0.931 -1.093 2.755
C -3.133 -1.131 1.587
F -2.855 0.271 1.222
F -3.577 -1.080 3.034
C -4.282 -1.909 0.767
F -3.721 -3.167 0.139
F -5.267 -2.446 1.781
C -5.055 -1.130 -0.434
F -4.161 -0.290 -1.317
F -5.477 -2.235 -1.388
C -6.447 -0.378 -0.085
F -7.526 -1.384 0.250
F -6.936 0.235 -1.379
C -6.486 0.750 1.060
F -6.081 0.294 2.440
F -7.949 1.104 1.234
C -5.727 2.162 0.797
F -5.107 2.355 -0.525
F -4.684 2.478 1.844
F -6.731 3.283 0.941
C 1.011 2.267 -0.924
O 1.538 3.211 -1.754
O -0.276 2.658 -0.298
N 3.253 1.013 -0.600
C 3.585 2.046 0.437
C 4.875 1.644 1.426
C 5.434 0.126 1.201
O 6.616 -0.106 2.097
C 3.944 1.101 -1.901
I 5.779 2.374 -1.978
C 4.526 -0.341 -2.518
C 4.396 -1.612 -1.514
H 0.451 1.331 -3.686
H -0.831 -0.077 -3.056
H 1.683 -1.159 -2.216
H 1.933 0.090 1.503
H 0.151 0.493 1.068
H 1.080 -2.079 1.535
H 1.463 -2.201 -0.287
H 3.677 3.162 0.023
H 2.713 2.161 1.251
H 5.722 2.456 1.204
H 4.598 1.743 2.575
H 5.894 0.097 0.100
H 4.630 -0.725 1.281
H 7.182 -0.747 1.542
H 3.314 1.564 -2.805
H 3.880 -0.597 -3.489
H 5.634 -0.271 -2.885
H 3.498 -1.602 -0.769
H 5.385 -1.795 -0.905
H 4.257 -2.584 -2.192
Li -7.549 1.898 3.079
*
```

C5H13N3 in the gas phase at a distorted geometry, computed with ωB97M-V/def2-TZVPD.

Summary:
SMILES = C=C(CC)[C@H](N)NN
HOMO energy = -8.2154 eV
lowest unoccupied orbital energy = 0.769 eV
strongest force on any atom = 0.1315 Eh/bohr

```
! RIJCOSX wB97M-V def2-TZVPD def2/J DEFGRID3
* xyz 0 1
C -0.192 1.988 0.373
C 0.011 0.692 0.432
C 1.751 0.197 0.627
C 2.319 -0.120 -0.743
C -0.765 -0.464 0.754
N -0.550 -1.709 0.111
N -2.321 0.195 0.152
N -2.500 -0.023 -1.227
H -1.186 2.405 0.408
H 0.635 2.682 0.328
H 2.222 1.071 1.075
H 1.865 -0.635 1.322
H 1.778 -0.961 -1.182
H 3.378 -0.389 -0.696
H 2.205 0.731 -1.416
H -0.947 -0.554 1.833
H 0.398 -1.983 -0.101
H -0.994 -2.491 0.576
H -2.996 -0.399 0.631
H -1.991 0.695 -1.732
H -2.121 -0.928 -1.523
*
```